# C3H6O3

2 unconnected molecules or ions with the total composition C3H6O3 (the ωB97M-V functional and the def2-TZVPD basis, OMol25).

Calculated values
Energy relative to the best compared isomer or geometry (same formula, charge and spin), eV: 4.093
Orbital gap, eV: 10.883
Total energy, Ha: -343.5041

Last column: Mulliken charge in e.
Element x y z (Å)
1 O -1.513 -0.273 -1.093  -0.5487
2 C -0.241 0.217 -1.313  -0.0623
3 C 0.344 1.359 -0.544  -0.2170
4 O 0.231 0.744 0.749  -0.5201
5 C 0.881 0.045 -0.336  -0.0667
6 H -1.687 -0.146 -0.148  0.3267
7 H 0.021 0.165 -2.367  0.3352
8 H 0.785 2.336 -0.671  0.3485
9 H 1.880 -0.362 -0.273  0.3299
10 O -0.121 -1.498 2.359  -0.6417
11 H -0.150 -0.585 2.043  0.4163
12 H -0.429 -2.028 1.615  0.2999



# C21H47F3NO11S

9 unconnected molecules or ions with the total composition C21H47F3NO11S in a non-equilibrium geometry (the ωB97M-V functional and the def2-TZVPD basis, OMol25).

Calculated values
Net charge: +1
Energy relative to the best compared isomer or geometry (same formula, charge and spin), eV: 0.477
Orbital gap, eV: 7.373
Total energy, Ha: -2408.0890

Last column: Mulliken charge in e.
Element x y z (Å)
1 C 0.227 -1.875 3.986  -0.9322
2 C 0.808 -2.029 2.749  -0.5784
3 C 0.670 -1.002 1.696  0.8144
4 C 1.072 0.343 1.879  0.6814
5 C 1.709 0.694 3.201  -0.3680
6 O 1.111 1.386 3.966  -0.4004
7 O 2.923 0.223 3.482  -0.2805
8 C 3.718 -0.220 2.368  0.2896
9 S 5.404 -0.577 2.896  -0.1826
10 C 5.562 -2.358 2.518  0.0752
11 C 6.961 -2.708 2.009  -1.1044
12 C 0.896 1.297 0.890  -0.2942
13 C 0.325 0.896 -0.308  -0.8217
14 N -0.024 -0.370 -0.470  0.4639
15 C 0.111 -1.326 0.462  0.9127
16 C -0.328 -2.710 0.081  -1.4969
17 O 0.494 -3.115 -1.052  -0.3586
18 C 1.486 -3.973 -0.752  0.8234
19 F 2.303 -4.033 -1.789  -0.2488
20 F 1.043 -5.197 -0.490  -0.2627
21 F 2.211 -3.572 0.313  -0.2038
22 H 0.548 -1.087 4.665  0.2945
23 H -0.559 -2.529 4.353  0.2899
24 H 1.389 -2.931 2.573  0.4843
25 H 3.338 -1.137 1.922  -0.3458
26 H 3.782 0.537 1.589  0.3065
27 H 4.853 -2.556 1.714  -0.0896
28 H 5.245 -2.941 3.378  0.3852
29 H 7.708 -2.001 2.357  0.3200
30 H 7.213 -3.697 2.390  0.3306
31 H 6.984 -2.801 0.928  0.3031
32 H 1.210 2.309 1.092  0.5435
33 H 0.189 1.631 -1.083  0.5597
34 H -0.412 -0.652 -1.370  -0.0390
35 H -1.343 -2.696 -0.309  0.5174
36 H -0.202 -3.404 0.901  0.5619
37 C -0.188 3.321 5.935  -0.1037
38 O -0.863 3.475 7.180  -0.5558
39 H -0.940 3.277 5.151  -0.1516
40 H 0.470 4.176 5.750  0.2737
41 H 0.395 2.404 5.926  0.2451
42 H -0.197 3.513 7.872  0.3066
43 C -0.147 4.856 2.404  -0.3450
44 O -1.171 4.267 1.601  -0.4349
45 H 0.815 4.471 2.071  0.2515
46 H -0.154 5.942 2.293  0.3616
47 H -0.297 4.594 3.451  -0.0453
48 H -2.012 4.613 1.916  0.2436
49 C -3.037 -2.190 -3.062  -0.5145
50 O -2.928 -1.108 -2.114  -0.5031
51 H -2.566 -3.070 -2.628  0.2524
52 H -4.083 -2.405 -3.271  0.3228
53 H -2.524 -1.929 -3.991  0.2207
54 H -3.352 -0.340 -2.511  0.2701
55 C 0.285 0.581 -4.350  -0.7954
56 O -0.453 0.879 -3.152  -0.4100
57 H 1.156 1.231 -4.385  0.3853
58 H 0.610 -0.460 -4.343  0.2905
59 H -0.337 0.762 -5.225  0.3414
60 H -1.222 0.300 -3.133  0.1154
61 C -1.257 4.901 -2.225  -0.4901
62 O -1.197 5.828 -1.153  -0.5239
63 H -1.214 5.461 -3.156  0.3184
64 H -0.408 4.208 -2.192  0.1515
65 H -2.191 4.331 -2.197  0.2387
66 H -1.234 5.325 -0.332  0.3430
67 C -4.015 2.317 4.030  -0.6127
68 O -2.865 2.689 3.268  -0.3606
69 H -4.866 2.865 3.637  0.2195
70 H -4.209 1.245 3.940  0.2613
71 H -3.881 2.574 5.083  0.2748
72 H -2.113 2.203 3.620  0.1857
73 C -5.917 -4.084 -5.502  -0.5536
74 O -5.826 -3.002 -4.574  -0.4771
75 H -5.444 -4.952 -5.051  0.2290
76 H -6.961 -4.319 -5.718  0.2596
77 H -5.402 -3.839 -6.434  0.2612
78 H -6.249 -2.241 -4.980  0.2769
79 C 1.893 -1.257 -6.979  -0.5352
80 O 0.476 -1.384 -6.860  -0.4745
81 H 2.202 -0.355 -6.457  0.1934
82 H 2.386 -2.122 -6.528  0.2617
83 H 2.176 -1.180 -8.031  0.3014
84 H 0.226 -2.186 -7.326  0.2806



# C15H29Cl8O5P

5 unconnected molecules or ions with the total composition C15H29Cl8O5P (the ωB97M-V functional and the def2-TZVPD basis, OMol25).

Calculated values
Orbital gap, eV: 9.419
Total energy, Ha: -4988.0728

Last column: Mulliken charge in e.
Element x y z (Å)
1 C -1.105 1.949 -0.495  -0.9760
2 P -0.285 0.328 -0.308  0.5222
3 O -1.333 -0.303 0.827  -0.6479
4 C -0.870 -0.429 -1.928  0.0896
5 O 0.366 -0.784 -2.623  -0.3492
6 C -0.013 -1.649 -3.587  0.4835
7 O 0.506 -1.778 -4.648  -0.5633
8 O -1.083 -2.359 -3.178  -0.3958
9 C -1.592 -1.770 -1.946  -0.0675
10 C -3.112 -1.812 -1.989  -0.9077
11 C -3.886 -0.770 -1.166  -0.1207
12 C -4.429 0.402 -1.978  -0.7849
13 O -3.484 0.995 -2.867  -0.5811
14 H -2.194 1.885 -0.428  0.1930
15 H -0.813 2.341 -1.474  0.3867
16 H -0.735 2.639 0.264  0.4215
17 H -1.315 -1.269 0.847  0.2436
18 H -1.391 0.282 -2.574  0.3952
19 H -1.190 -2.406 -1.145  0.2784
20 H -3.405 -1.748 -3.040  0.4025
21 H -3.400 -2.809 -1.650  0.3508
22 H -3.309 -0.413 -0.308  0.0625
23 H -4.766 -1.267 -0.748  0.4259
24 H -5.250 0.052 -2.608  0.4025
25 H -4.832 1.161 -1.301  0.3467
26 H -3.002 1.681 -2.393  0.3313
27 Cl 2.172 2.397 1.413  -0.0886
28 C 3.700 2.633 0.521  -0.5748
29 C 3.461 3.189 -0.861  -0.5099
30 Cl 2.645 1.998 -1.908  -0.1078
31 H 4.198 1.669 0.472  0.2996
32 H 4.304 3.326 1.103  0.3581
33 H 4.416 3.427 -1.325  0.3488
34 H 2.845 4.084 -0.827  0.2992
35 Cl 2.016 -0.947 5.522  -0.2144
36 C 1.265 0.000 4.207  -0.0806
37 C 0.064 -0.689 3.610  -0.1538
38 Cl 0.505 -2.165 2.705  -0.2280
39 H 2.028 0.178 3.453  0.2277
40 H 0.962 0.952 4.638  0.0045
41 H -0.420 -0.022 2.898  0.0565
42 H -0.648 -0.979 4.378  0.4171
43 Cl 0.339 3.471 7.736  -0.1824
44 C 1.994 3.849 7.190  -0.4860
45 C 1.997 4.638 5.904  -0.4858
46 Cl 1.409 3.662 4.531  -0.1111
47 H 2.522 2.906 7.075  0.3183
48 H 2.466 4.434 7.977  0.3467
49 H 3.014 4.943 5.665  0.2729
50 H 1.363 5.518 5.976  0.3288
51 Cl -0.399 -6.259 -3.450  -0.2062
52 C 0.396 -5.142 -4.595  -0.2029
53 C 1.369 -5.853 -5.498  -0.4759
54 Cl 2.796 -6.459 -4.614  -0.1985
55 H 0.892 -4.367 -4.019  0.1372
56 H -0.387 -4.680 -5.191  0.2932
57 H 1.732 -5.155 -6.251  0.3208
58 H 0.905 -6.705 -5.989  0.3354



# C24H25F5NOPt

A molecular structure, C24H25F5NOPt in a non-equilibrium geometry (the ωB97M-V functional and the def2-TZVPD basis, OMol25).

Calculated values
Net charge: -1
Multiplicity: 3
Orbital gap (alpha / beta), eV: 4.119 / 5.048
Total energy, Ha: -1678.0953

Last column: Mulliken charge in e.
Element x y z (Å)
1 C -0.833 1.138 -1.992  -0.9613
2 C -0.008 0.131 -2.543  -0.4021
3 C -0.394 -1.121 -2.037  -0.8055
4 H 0.764 0.297 -3.291  0.3847
5 C -1.519 -0.930 -1.142  -0.5673
6 C -1.845 0.513 -1.177  -0.7508
7 H -2.220 -1.688 -0.817  0.7488
8 C 0.807 2.028 0.530  -1.0931
9 C 1.747 1.683 -0.492  -0.9355
10 C 2.455 0.528 -0.114  -0.3302
11 H 1.947 2.262 -1.387  0.4445
12 C 1.952 0.066 1.135  -0.0243
13 C 1.007 1.082 1.638  -1.1059
14 H -0.014 -2.098 -2.321  0.3112
15 H -2.802 0.923 -0.878  0.5952
16 H -0.807 2.194 -2.235  0.3748
17 H 0.793 1.242 2.688  0.6968
18 H 3.289 0.062 -0.647  0.3362
19 H 0.206 2.926 0.621  0.4492
20 Pt -0.400 0.060 0.436  3.1725
21 C 2.536 -1.011 2.033  2.6635
22 C 3.244 -0.354 3.221  -1.9775
23 C 3.536 -1.882 1.262  -2.4156
24 H 3.985 0.368 2.867  0.3982
25 H 3.759 -1.119 3.814  0.5159
26 H 2.524 0.161 3.870  0.3472
27 H 4.411 -1.270 1.009  0.5116
28 H 3.095 -2.279 0.336  0.3713
29 H 3.865 -2.717 1.898  0.4041
30 C 1.419 -1.887 2.670  -1.6989
31 C 0.628 -2.678 1.683  0.1238
32 H 0.718 -1.262 3.249  0.1389
33 H 1.892 -2.575 3.388  0.5819
34 O 0.037 -2.165 0.690  -0.5345
35 N 0.502 -4.006 1.832  -0.0723
36 C -0.554 -4.704 1.091  -1.0365
37 H 0.789 -4.428 2.708  0.3119
38 C -0.190 -4.933 -0.349  0.8928
39 C -1.179 -4.866 -1.338  -0.3216
40 H -2.196 -4.595 -1.047  0.2547
41 C -0.869 -5.144 -2.671  -0.5904
42 H -1.656 -5.096 -3.428  0.3376
43 C 0.443 -5.483 -3.029  -0.4119
44 H 0.687 -5.701 -4.072  0.3521
45 C 1.437 -5.537 -2.043  -0.6262
46 H 2.464 -5.791 -2.309  0.3682
47 C 1.116 -5.271 -0.707  -0.3042
48 H 1.880 -5.320 0.071  0.3300
49 H -1.467 -4.103 1.135  0.2027
50 H -0.745 -5.657 1.602  0.4776
51 F -2.333 1.645 1.820  -0.3116
52 C -1.780 0.386 1.940  -0.0572
53 F -1.261 0.303 3.220  -0.3339
54 C -2.961 -0.646 1.916  0.3816
55 F -3.799 -0.531 2.959  -0.3378
56 F -3.697 -0.492 0.780  -0.2556
57 F -2.497 -1.933 1.926  -0.2178



# C10H14BFN6V

A molecular structure, C10H14BFN6V in a non-equilibrium geometry (the ωB97M-V functional and the def2-TZVPD basis, OMol25).

Calculated values
Energy relative to the best compared isomer or geometry (same formula, charge and spin), eV: 0.000
Multiplicity: 4
Orbital gap (alpha / beta), eV: 7.058 / 9.859
Total energy, Ha: -1786.8247

Last column: Mulliken charge in e.
Element x y z (Å)
1 H 1.239 3.589 -0.163  0.4869
2 N 0.944 1.960 -1.498  -0.2352
3 B 0.451 0.529 -3.586  -0.0385
4 N 0.833 1.877 -2.902  0.0411
5 C 0.960 3.110 -3.411  -0.1583
6 V 0.650 0.325 -0.561  1.5449
7 H 0.903 3.256 -4.478  0.4577
8 C 1.151 4.024 -2.370  -0.9663
9 H 1.283 5.088 -2.453  0.3750
10 C 1.134 3.277 -1.190  -0.2625
11 H 0.433 0.633 -4.778  -0.1007
12 C -1.889 -2.203 2.474  -0.8201
13 H -1.169 -2.371 3.280  0.2839
14 H -1.340 -1.809 1.611  0.0011
15 H -2.374 -3.145 2.198  0.2785
16 N -0.935 0.124 -2.996  0.0997
17 N 1.440 -0.597 -3.133  0.0673
18 N -1.021 -0.010 -1.609  -0.1022
19 N 1.618 -0.845 -1.758  -0.2401
20 C -2.130 -0.148 -3.540  -0.1575
21 C 2.117 -1.525 -3.826  -0.1712
22 H -2.274 -0.103 -4.611  0.4604
23 H 2.121 -1.497 -4.905  0.4556
24 C -3.030 -0.465 -2.514  -0.9902
25 C 2.735 -2.407 -2.933  -0.9490
26 C -2.302 -0.360 -1.321  -0.3274
27 C 2.408 -1.954 -1.651  -0.2560
28 H -4.064 -0.731 -2.610  0.3836
29 H 3.337 -3.264 -3.175  0.3793
30 H -2.603 -0.521 -0.296  0.4682
31 H 2.683 -2.340 -0.681  0.4802
32 H -2.614 -1.458 2.782  0.2534
33 F 0.809 0.217 1.205  -0.7416



# C12H9AgN5SSe

A molecular structure, C12H9AgN5SSe (the ωB97M-V functional and the def2-TZVPD basis, OMol25).

Calculated values
Net charge: +1
Energy relative to the best compared isomer or geometry (same formula, charge and spin), eV: 0.034
Orbital gap, eV: 6.952
Total energy, Ha: -3682.8650

Last column: Mulliken charge in e.
Element x y z (Å)
1 Ag -0.915 0.217 -0.307  0.3418
2 Se -3.084 -2.079 2.089  0.3625
3 N -3.378 -1.202 3.591  -0.7127
4 C -2.832 -0.009 3.472  0.6053
5 C -2.830 1.036 4.447  -0.4485
6 C -2.210 2.191 4.109  -0.4179
7 C -1.587 2.342 2.823  -0.3865
8 N -1.557 1.423 1.902  -0.3774
9 C -2.178 0.251 2.223  1.0796
10 N -2.193 -0.723 1.340  -0.5259
11 H -3.310 0.886 5.405  0.4686
12 H -2.170 3.024 4.795  0.3625
13 H -1.102 3.284 2.591  0.3980
14 N 0.490 2.600 -2.369  -0.4068
15 C 1.057 1.378 -2.448  0.7014
16 N 0.626 0.335 -1.788  -0.5086
17 C 1.427 -0.785 -2.036  -0.0229
18 C 1.244 -2.054 -1.503  -0.3287
19 C 2.133 -3.055 -1.849  -0.6985
20 C 3.196 -2.806 -2.717  -0.4924
21 C 3.388 -1.546 -3.256  -0.5361
22 C 2.492 -0.549 -2.905  0.7855
23 S 2.467 1.118 -3.424  -0.2234
24 H -0.439 2.666 -1.986  0.1720
25 H 0.757 3.317 -3.021  0.2506
26 H 0.419 -2.260 -0.830  0.3978
27 H 2.001 -4.048 -1.441  0.3809
28 H 3.878 -3.605 -2.973  0.3829
29 H 4.209 -1.348 -3.931  0.3970



# C5H11NO

A single C5H11NO molecule in a non-equilibrium geometry (the ωB97M-V functional and the def2-TZVPD basis, OMol25).

Calculated values
Energy relative to the best compared isomer or geometry (same formula, charge and spin), eV: 5.974
Orbital gap, eV: 6.122
Total energy, Ha: -326.9118

Last column: Mulliken charge in e.
Element x y z (Å)
1 C 2.513 -0.281 -0.008  -0.7732
2 N 1.330 0.394 -0.507  -0.4130
3 C 0.396 0.526 0.366  0.0523
4 C -1.202 0.462 -0.452  0.1908
5 C -1.109 -0.846 -1.271  -0.9140
6 C -2.248 0.619 0.422  -0.8594
7 O 0.317 -0.431 1.433  -0.5279
8 H 2.904 0.242 0.869  0.3024
9 H 3.287 -0.267 -0.772  0.2951
10 H 2.342 -1.341 0.204  0.2599
11 H 0.419 1.510 0.824  0.3231
12 H -1.112 1.315 -1.127  0.3230
13 H -1.939 -1.498 -1.045  0.3289
14 H -1.139 -0.624 -2.337  0.2421
15 H -0.178 -1.359 -1.039  0.2808
16 H -2.587 -0.159 1.108  0.3235
17 H -3.003 1.366 0.265  0.2612
18 H -0.614 -0.338 1.680  0.3044



# C3H8N4O

A single C3H8N4O molecule in a non-equilibrium geometry (the ωB97M-V functional and the def2-TZVPD basis, OMol25).

Calculated values
Energy relative to the best compared isomer or geometry (same formula, charge and spin), eV: 7.220
Orbital gap, eV: 9.134
Total energy, Ha: -413.1507

Last column: Mulliken charge in e.
Element x y z (Å)
1 H 0.574 2.698 0.123  0.2328
2 N 0.456 1.727 0.639  -0.7642
3 C 1.319 1.041 -0.115  -0.0012
4 N 1.238 -0.291 -0.057  0.2011
5 O 2.464 -0.754 -0.556  -0.4959
6 C 0.223 -1.090 0.733  -0.1293
7 N -0.963 -0.878 0.570  -0.2720
8 N -1.428 0.028 -0.375  -0.1891
9 C -2.979 0.009 -0.453  -0.6814
10 H 2.125 1.604 -0.685  0.3425
11 H 2.092 -1.495 -1.293  0.3726
12 H 0.319 -1.882 1.581  0.3293
13 H -1.057 1.083 -0.336  0.2977
14 H -3.515 -0.930 -0.385  0.3017
15 H -3.318 0.410 -1.523  0.2491
16 H -3.433 0.690 0.534  0.2064



Which of these has the lowest total energy? C15H29Cl8O5P